1.
{"formula": "C5H11NO2", "method": "ωB97M-V/def2-TZVPD", "spin_multiplicity": 1, "total_energy_ev": -10947.78913, "homo_ev": -9.70, "smiles": "[H]/N=C(/C)O[C@H](C)OC", "species": ["C", "C", "C", "O", "N", "H", "H", "H", "H", "H", "H", "H", "C", "C", "O", "H", "H", "H", "H"], "xyz": [[1.74507, -0.07849, -1.59870], [-0.12207, -1.25274, 2.42692], [-0.25971, -0.85859, 0.99337], [0.36698, 0.27981, -1.63389], [-0.70041, -1.67280, 0.09863], [-0.64804, -1.22737, -0.82686], [2.31521, 0.48194, -0.85078], [1.82293, -1.14882, -1.38679], [2.17718, 0.10678, -2.58542], [-0.02430, -0.36786, 3.06250], [-1.00569, -1.81332, 2.74249], [0.76779, -1.87707, 2.54339], [-1.50040, 1.43280, -0.65465], [-0.03215, 1.05142, -0.50203], [0.17741, 0.39456, 0.76193], [0.55890, 1.97499, -0.48023], [-1.62828, 2.14670, -1.47477], [-1.89669, 1.86820, 0.26778], [-2.11375, 0.55987, -0.90289]]}

---

2.
{"formula": "C5H11NO2", "method": "ωB97M-V/def2-TZVPD", "spin_multiplicity": 1, "total_energy_ev": -10949.13596, "homo_ev": -9.69, "smiles": "CC(C)(O)CC(N)=O", "species": ["C", "C", "C", "C", "C", "N", "O", "O", "H", "H", "H", "H", "H", "H", "H", "H", "H", "H", "H"], "xyz": [[0.57384, -0.00432, 0.20944], [-0.86148, 0.58861, 0.32928], [1.29196, 0.12050, 1.55744], [1.37672, 0.72383, -0.87129], [-1.94976, -0.35185, -0.17079], [-1.87218, -0.65121, -1.48895], [0.53567, -1.36834, -0.18662], [-2.84062, -0.76005, 0.54075], [0.13386, -1.88566, 0.52052], [-1.00543, -0.52328, -1.98177], [-2.50614, -1.34990, -1.84319], [-0.92814, 1.51542, -0.24120], [-1.09129, 0.81236, 1.37136], [0.74450, -0.41759, 2.32977], [1.37254, 1.16365, 1.85030], [2.29162, -0.30223, 1.48321], [2.35042, 0.25232, -0.97550], [1.51299, 1.76679, -0.60066], [0.87093, 0.67094, -1.83211]]}

---

3.
{"formula": "C5H11NO2", "method": "ωB97M-V/def2-TZVPD", "spin_multiplicity": 1, "total_energy_ev": -10946.35235, "homo_ev": -8.91, "species": ["C", "C", "O", "O", "H", "H", "H", "H", "C", "C", "C", "N", "H", "H", "H", "H", "H", "H", "H"], "xyz": [[-2.11397, 0.03940, -0.11126], [-1.77343, 0.73452, 1.16331], [-0.64848, -0.07612, 1.36014], [-1.72169, 0.40520, -1.22820], [-0.22677, 1.07739, -1.01668], [-2.58581, -0.94337, 0.00373], [-2.51436, 0.59800, 1.95974], [-1.53542, 1.79873, 1.00810], [1.57569, -0.79264, 0.12659], [1.05818, -1.38851, -1.17869], [1.00288, 0.53941, 0.53821], [0.62794, 1.40845, -0.41665], [0.48515, 2.35612, -0.08906], [1.54817, 0.99961, 1.36754], [2.66299, -0.66449, 0.08362], [1.35657, -1.46875, 0.95645], [1.32383, -0.76062, -2.03150], [-0.02329, -1.49039, -1.16318], [1.50182, -2.37193, -1.33220]]}

---

4.
{"formula": "C5H11NO2", "method": "ωB97M-V/def2-TZVPD", "spin_multiplicity": 1, "total_energy_ev": -10944.60587, "homo_ev": [-7.43, -7.43], "smiles": "CC(C)(C)O/C=[NH+]\\[O-]", "species": ["C", "C", "C", "C", "C", "N", "O", "O", "H", "H", "H", "H", "H", "H", "H", "H", "H", "H", "H"], "xyz": [[-0.10809, -0.33075, -0.50405], [0.30873, 1.36565, 1.16123], [-0.04890, -1.47020, 0.51091], [-1.54378, 0.09038, -0.81385], [0.64365, -0.68683, -1.78092], [1.16410, 2.08677, 1.84689], [0.65967, 0.80639, 0.02700], [2.22846, 1.24476, 2.15430], [0.76954, 2.56587, 2.65808], [-0.74617, 1.35330, 1.43686], [-0.50102, -2.36605, 0.08548], [-0.58579, -1.21335, 1.42445], [0.98671, -1.67591, 0.77898], [-2.04187, -0.71537, -1.35083], [-1.55428, 0.97985, -1.44237], [-2.12028, 0.28801, 0.09006], [1.68099, -0.92028, -1.54805], [0.18338, -1.55202, -2.25605], [0.62494, 0.14979, -2.47811]]}

---

5.
{"formula": "C5H11NO2", "method": "ωB97M-V/def2-TZVPD", "spin_multiplicity": 1, "total_energy_ev": -10949.20429, "homo_ev": -9.95, "smiles": "CC[C@@H](C)NC(=O)O", "species": ["C", "C", "C", "C", "N", "C", "O", "O", "H", "H", "H", "H", "H", "H", "H", "H", "H", "H", "H"], "xyz": [[-1.66550, 0.87407, -0.23218], [-0.21992, 0.66365, 0.21777], [0.65196, 1.92705, 0.09448], [0.50364, 2.82811, 1.34955], [0.44015, -0.41703, -0.52818], [0.13812, -1.70174, -0.30149], [0.91856, -2.53854, -1.06381], [-0.70014, -2.13602, 0.45326], [-1.78923, 1.77387, -0.83246], [-2.34337, 1.00556, 0.60734], [-1.96652, 0.02324, -0.81385], [-0.18458, 0.39927, 1.27288], [0.17868, 2.51117, -0.70478], [1.68167, 1.69503, -0.15799], [-0.24825, 2.43357, 2.02846], [0.32601, 3.86687, 1.11945], [1.40689, 2.75490, 1.90768], [1.14672, -0.15433, -1.18574], [0.70166, -3.42361, -0.72306]]}

---

6.
{"formula": "C5H11NO2", "method": "ωB97M-V/def2-TZVPD", "spin_multiplicity": 1, "total_energy_ev": -10948.23412, "homo_ev": -9.67, "smiles": "CCNC(=O)CCO", "species": ["C", "C", "O", "C", "N", "C", "C", "O", "H", "H", "H", "H", "H", "H", "H", "H", "H", "H", "H"], "xyz": [[1.06669, -0.48870, 1.20001], [1.37156, -1.91826, 0.72894], [0.40022, -2.78652, 1.31357], [-0.13588, 0.01333, 0.43228], [0.06724, 1.15279, -0.36880], [-1.06054, 1.64324, -1.12662], [-0.67316, 2.76175, -2.12333], [-1.17074, -0.60739, 0.28416], [0.87211, -0.47676, 2.27422], [1.97931, 0.12024, 1.09051], [1.15783, -1.85630, -0.34495], [2.31516, -2.38400, 0.99810], [-0.43023, -2.79842, 0.85122], [0.68262, 1.83011, 0.06280], [-1.51236, 0.85962, -1.73378], [-1.85252, 2.01020, -0.46592], [-1.17316, 2.53566, -3.06262], [-0.81358, 3.72983, -1.64706], [0.36780, 2.67096, -2.44738]]}

---

7.
{"formula": "C5H11NO2", "method": "ωB97M-V/def2-TZVPD", "spin_multiplicity": 1, "total_energy_ev": -10946.65783, "homo_ev": -9.72, "smiles": "C=CCCC(N)=O.O", "species": ["C", "C", "C", "C", "C", "N", "O", "H", "H", "H", "H", "H", "H", "H", "H", "H", "H", "H", "O"], "xyz": [[1.20864, 1.06355, 0.09180], [0.91807, -0.49083, 0.23537], [0.28850, -0.88708, 1.50720], [-0.99654, -1.04792, 1.63188], [0.06107, 2.01697, -0.51440], [-1.21197, 1.63872, -0.03410], [0.36523, 2.69679, -1.51036], [1.35034, 1.25568, 1.16669], [2.11019, 1.27144, -0.59570], [1.99894, -0.96304, 0.14917], [0.33358, -0.84300, -0.59108], [1.05702, -1.14383, 2.31833], [-1.57697, -1.38534, 2.42889], [-1.49619, -0.49478, 0.84344], [-1.20177, 1.14223, 0.77641], [-1.97259, 1.99131, -0.52003], [-1.12190, -1.85993, -2.13548], [0.20664, -1.72942, -2.94067], [-0.32031, -2.23155, -2.30736]]}

---

8.
{"formula": "C5H11NO2", "method": "ωB97M-V/def2-TZVPD", "spin_multiplicity": 1, "total_energy_ev": -10946.66530, "homo_ev": -9.18, "smiles": "C=N[C@@H](C)[C@H](O)OC", "species": ["C", "C", "C", "C", "C", "O", "O", "N", "H", "H", "H", "H", "H", "H", "H", "H", "H", "H", "H"], "xyz": [[0.32977, 0.71176, -0.54448], [-0.52178, -0.41752, -0.00306], [-0.44002, 2.21126, 1.29601], [0.10326, -1.33136, 1.03829], [-0.11850, -1.97648, -1.86881], [0.65125, 1.54384, 0.69518], [1.55475, 0.27483, -1.06878], [-0.98687, -1.23455, -1.29698], [1.97799, 1.06570, -1.43666], [-0.19681, 1.33876, -1.26844], [-1.47437, -0.03896, 0.37361], [-1.26651, 2.38816, 0.59678], [-0.80655, 1.62747, 2.14709], [-0.09723, 3.17971, 1.67411], [-0.35285, -2.32555, 1.01491], [1.18155, -1.43570, 0.89514], [-0.05873, -0.91861, 2.03842], [-0.41617, -2.60704, -2.72114], [0.93783, -2.05575, -1.56119]]}

---

9.
{"formula": "C5H11NO2", "method": "ωB97M-V/def2-TZVPD", "spin_multiplicity": 1, "total_energy_ev": -10946.77096, "homo_ev": -9.81, "species": ["C", "C", "C", "C", "C", "N", "O", "O", "H", "H", "H", "H", "H", "H", "H", "H", "H", "H", "H"], "xyz": [[1.26038, 1.37101, 0.11788], [1.44799, -1.25304, -0.09213], [0.26113, -1.48132, 0.46339], [-0.99328, -1.68138, -0.31925], [0.33780, 1.41407, -1.09518], [-0.93932, 1.67212, -0.75649], [0.88140, 1.63676, 1.23679], [0.73791, 1.21731, -2.22216], [-0.97486, 0.94517, 2.34807], [2.32080, 1.23611, -0.13614], [-1.16221, 1.84532, 0.21130], [-1.65043, 1.75313, -1.46295], [1.57303, -1.19261, -1.16401], [2.35681, -1.24472, 0.48809], [0.19493, -1.67817, 1.52476], [-1.70578, 0.65076, 2.40245], [-1.33655, -2.70973, -0.21130], [-0.83342, -1.48451, -1.37634], [-1.77632, -1.01626, 0.04321]]}

---

10.
{"formula": "C5H11NO2S", "method": "ωB97M-V/def2-TZVPD", "spin_multiplicity": 1, "total_energy_ev": -21778.75134, "homo_ev": [-8.39, -8.39], "species": ["C", "C", "C", "C", "C", "N", "O", "O", "S", "H", "H", "H", "H", "H", "H", "H", "H", "H", "H", "H"], "xyz": [[-0.34270, -0.93207, 0.22191], [0.86325, 1.81537, 0.36129], [1.83489, 0.24441, -1.33920], [-2.49755, -1.83822, 0.61875], [0.70132, 0.88436, -0.80511], [-1.57440, -0.87171, 0.27896], [-3.78599, 0.66766, 0.85130], [-2.96664, 0.93968, -1.38504], [-2.68352, 1.02378, 0.01581], [0.06488, -1.91531, 0.33054], [1.20796, 2.82554, 0.23046], [1.53018, 1.35604, 1.11366], [-0.14495, 2.03163, 0.62478], [1.80568, -0.54268, -2.21375], [2.43573, -0.43045, -0.63634], [2.56274, 1.01840, -1.64891], [-2.72963, -2.35007, -0.32420], [-2.19416, -2.66691, 1.28862], [-3.40015, -1.30477, 1.16829], [-0.30537, 0.78171, -1.28398]]}